Density functional theory data (the ωB97M-V functional and the def2-TZVPD basis) for the molecule C4H6N2O5.

Each line ends with the Mulliken charge.
Cartesian coordinates (Å):
C -1.634 0.236 -0.169  -0.57
C -0.560 0.098 0.948  -0.57
C -1.031 1.262 -1.091  0.12
C 0.841 -0.231 0.428  -0.30
N 1.033 -1.370 -0.178  0.86
N 1.806 0.794 0.512  1.07
O 2.115 -1.790 -0.609  -0.66
O -0.015 -2.236 -0.246  -0.41
O 2.923 0.518 0.061  -0.58
O 1.592 1.779 1.204  -0.62
O -0.117 1.006 -1.869  -0.46
H -2.108 -0.437 -0.804  0.39
H -2.446 0.675 0.355  0.32
H -0.553 1.179 1.358  0.33
H -0.760 -0.693 1.760  0.33
H 0.389 -3.090 -0.578  0.41
H -1.475 2.300 -1.082  0.33

Properties
Net charge: 0
Orbital gap (spin up / spin down): 8.86 / 8.86 eV
E_tot: -641.459918 a.u.
Multiplicity: 1
Strongest force on any atom: 3.76 eV/A

Density functional theory data (the ωB97M-V functional and the def2-TZVPD basis) for the molecule C21H21N3O4.

Each line ends with the Mulliken charge.
Cartesian coordinates (Å):
C -2.199 -2.115 -0.591  -1.20
H -1.118 -2.140 -0.713  0.28
H -2.666 -2.603 -1.441  0.39
H -2.463 -2.663 0.311  0.29
C -2.674 -0.663 -0.502  -0.04
N -1.942 0.033 0.548  -0.01
C -0.915 0.844 0.286  0.81
O -0.573 1.178 -0.833  -0.86
C -0.173 1.351 1.533  -0.98
H -0.787 2.116 2.026  0.44
H 0.047 0.531 2.218  0.45
O 1.075 1.899 1.156  -0.30
C 1.050 3.120 0.593  0.70
O 0.080 3.825 0.575  -0.59
C 2.405 3.485 0.029  -0.76
H 2.387 4.547 -0.215  0.35
C 2.735 2.672 -1.238  -0.96
C 3.066 1.250 -0.894  0.59
N 4.261 0.957 -0.524  -0.62
C 4.527 -0.340 -0.165  0.06
C 5.831 -0.684 0.210  -0.31
C 6.121 -1.974 0.590  -0.35
C 5.127 -2.952 0.613  -0.61
C 3.839 -2.632 0.251  -0.51
C 3.526 -1.330 -0.145  0.20
C 2.167 -0.964 -0.529  0.44
O 1.188 -1.688 -0.482  -0.70
N 2.058 0.342 -0.969  0.02
H 1.114 0.663 -1.203  0.23
H 3.049 -3.368 0.257  0.46
H 5.372 -3.959 0.914  0.41
H 7.130 -2.235 0.876  0.38
H 6.589 0.083 0.189  0.46
H 1.890 2.709 -1.927  0.40
H 3.609 3.120 -1.709  0.43
H 3.172 3.293 0.781  0.42
H -2.134 -0.243 1.498  0.27
C -4.160 -0.571 -0.252  0.59
C -5.000 -0.023 -1.212  -0.42
C -6.365 0.050 -0.995  -0.61
C -6.906 -0.419 0.189  -0.41
C -6.076 -0.966 1.153  -0.73
C -4.713 -1.042 0.932  -0.30
H -4.079 -1.480 1.692  0.28
H -6.492 -1.335 2.079  0.37
H -7.971 -0.361 0.360  0.38
H -7.007 0.478 -1.751  0.38
H -4.581 0.348 -2.136  0.37
H -2.421 -0.144 -1.431  0.42

Properties
Net charge: 0
Orbital gap: 9.09 eV
E_tot: -1278.166307 a.u.
SMILES: C[C@H](NC(=O)COC(=O)CCc1nc2ccccc2c(=O)[nH]1)c1ccccc1
Multiplicity: 1
Strongest force on any atom: 0.75 eV/A

Density functional theory data (the ωB97M-V functional and the def2-TZVPD basis) for a structure of composition C6H7NO4.

Each line ends with the Mulliken charge.
Cartesian coordinates (Å):
C 2.804 -0.717 1.034  0.07
C -0.192 -1.965 -1.145  0.01
C 1.975 -1.712 0.479  0.38
C 0.646 -0.807 -1.062  0.32
C -2.065 1.826 -0.412  -0.69
C -0.867 2.091 0.370  -0.36
N 3.376 0.247 1.330  -0.30
O -1.342 -1.874 -1.512  -0.48
O 1.647 -2.878 0.884  -0.33
O 0.691 0.362 -0.882  -0.22
O -0.100 0.876 0.566  -0.41
H 0.192 -2.920 -0.831  0.38
H -2.248 2.665 -1.203  0.24
H -1.980 0.835 -0.863  0.14
H -3.088 1.943 0.107  0.27
H -1.136 2.383 1.340  0.28
H -0.133 2.733 0.008  0.34
H 1.819 -3.088 1.792  0.35

Properties
Net charge: 0
Orbital gap (spin up / spin down): 5.91 / 5.91 eV
E_tot: -588.195309 a.u.
Multiplicity: 1
Strongest force on any atom: 4.71 eV/A

Density functional theory data (the ωB97M-V functional and the def2-TZVPD basis) for a structure of composition C9H11NRuS2.

Each line ends with the Löwdin spin population.
Cartesian coordinates (Å):
Ru -0.187 -0.027 -0.263  2.59
C 2.104 0.069 -0.452  -0.04
C 1.881 -1.112 0.337  0.07
C 1.092 -2.136 -0.183  0.04
C 0.463 -1.931 -1.453  -0.04
C 0.841 -0.848 -2.314  0.06
C 1.703 0.135 -1.830  0.03
H 2.661 0.896 -0.015  0.00
H 2.277 -1.159 1.349  0.01
H 0.861 -3.022 0.405  0.00
H -0.277 -2.645 -1.813  0.00
H 0.403 -0.775 -3.307  0.00
H 1.978 0.991 -2.443  0.00
S -2.019 1.196 0.451  0.14
C -2.619 1.998 1.875  0.05
N -3.890 1.997 2.185  0.23
C -4.357 2.797 3.307  0.05
C -3.140 3.481 3.911  0.10
S -1.704 3.035 2.967  0.58
H -4.579 1.458 1.645  0.00
H -4.876 2.135 4.020  0.03
H -5.111 3.512 2.939  0.03
H -2.936 3.209 4.966  0.04
H -3.195 4.588 3.925  0.04

Properties
Net charge: +4
Orbital gap (spin up / spin down): 6.23 / 6.54 eV
E_tot: -1293.610278 a.u.
Multiplicity: 5
⟨S²⟩: 6.10
Strongest force on any atom: 0.57 eV/A

Density functional theory data (the ωB97M-V functional and the def2-TZVPD basis) for a cluster of 17 separate species, C18H66N2O17 in total.

Each line ends with the Mulliken charge.
Cartesian coordinates (Å):
C 0.023 -2.421 -1.605  -1.73
C -0.683 -1.461 -0.645  2.21
C 0.365 -0.358 -0.298  -2.23
C -0.202 0.768 0.554  2.39
C -1.490 1.328 -0.070  0.00
C -2.045 0.658 -1.341  2.02
N -1.817 -0.777 -1.226  1.57
O -2.637 -1.625 -2.031  -0.62
C -1.347 1.300 -2.569  -1.61
C -3.519 1.003 -1.503  -1.73
C -1.072 -2.176 0.671  -1.34
H 1.006 -2.767 -1.288  0.37
H 0.021 -1.919 -2.577  0.17
H -0.574 -3.319 -1.784  0.21
H 0.703 0.066 -1.252  -0.18
H 1.241 -0.815 0.162  1.00
H 0.487 1.598 0.643  -2.02
H -0.421 0.303 1.517  0.34
H -1.274 2.383 -0.259  0.14
H -2.211 1.370 0.748  -1.23
H -1.544 0.759 -3.501  0.34
H -0.304 1.499 -2.324  0.42
H -1.744 2.266 -2.914  0.27
H -4.153 0.728 -0.658  -0.23
H -3.927 0.594 -2.420  0.11
H -3.528 2.094 -1.524  0.58
H -1.985 -1.788 1.119  0.14
H -0.298 -2.264 1.439  0.27
H -1.242 -3.225 0.396  0.42
C 6.821 0.927 3.093  -2.01
C 5.521 1.477 2.508  1.78
C 5.394 1.043 1.048  -1.30
C 4.979 -0.416 0.895  -1.15
C 3.656 -0.600 1.633  -0.47
C 3.770 -0.264 3.126  1.60
N 4.372 1.052 3.285  0.62
O 4.281 1.587 4.568  -0.93
C 4.593 -1.369 3.851  -2.12
C 2.335 -0.280 3.650  -1.48
C 5.667 3.013 2.384  -1.71
H 7.141 -0.007 2.617  0.34
H 6.852 0.807 4.176  0.35
H 7.682 1.577 2.864  0.50
H 6.400 1.138 0.620  0.49
H 4.683 1.633 0.467  0.42
H 5.747 -1.083 1.294  0.31
H 4.872 -0.705 -0.155  0.36
H 3.299 -1.626 1.504  0.64
H 2.914 0.102 1.249  -0.22
H 4.019 -2.281 4.042  0.44
H 4.949 -1.007 4.818  0.39
H 5.478 -1.612 3.260  0.35
H 1.918 -1.290 3.651  0.35
H 1.718 0.386 3.041  0.11
H 2.247 0.131 4.658  0.44
H 4.744 3.466 2.012  0.14
H 6.436 3.347 1.686  0.40
H 5.886 3.364 3.397  0.40
O -3.952 3.154 0.769  -0.58
H -4.365 3.813 0.202  0.23
H -4.349 2.317 0.502  0.18
O -2.293 2.917 3.483  -0.63
H -2.220 2.055 3.908  0.30
H -2.930 2.779 2.770  0.30
O -1.348 -3.242 -4.696  -0.72
H -1.342 -2.821 -3.820  0.32
H -1.297 -2.507 -5.315  0.29
O 1.823 1.016 -4.203  -0.70
H 1.114 0.535 -3.756  0.36
H 2.602 0.862 -3.659  0.33
O -6.171 1.165 1.135  -0.57
H -7.013 1.217 0.673  0.26
H -6.161 0.287 1.539  0.29
O -0.626 -5.926 -2.714  -0.65
H -1.239 -5.601 -2.025  0.33
H -1.180 -6.064 -3.486  0.27
O 2.253 -5.717 -2.661  -0.65
H 1.314 -5.460 -2.592  0.36
H 2.644 -5.438 -1.827  0.31
O -4.856 -1.555 0.041  -0.73
H -3.916 -1.618 -0.217  0.28
H -5.291 -1.302 -0.781  0.37
O 1.741 3.831 0.960  -0.65
H 1.562 2.906 1.163  0.12
H 2.363 4.104 1.646  0.25
O -3.564 -0.495 -4.564  -0.79
H -3.047 -0.918 -3.832  0.25
H -3.475 0.450 -4.422  0.34
O -2.841 -4.515 -1.603  -0.74
H -3.437 -4.554 -2.356  0.31
H -2.688 -3.554 -1.474  0.29
O -0.448 5.453 -0.162  -0.68
H 0.449 5.795 -0.138  0.29
H -0.346 4.528 0.086  0.41
O -3.504 0.178 2.959  -0.67
H -3.552 -0.755 3.194  0.31
H -3.155 0.180 2.056  0.41
O -5.888 -2.105 -3.517  -0.69
H -5.062 -1.732 -3.877  0.36
H -5.702 -3.040 -3.402  0.29
O -5.136 4.261 -1.903  -0.64
H -4.461 4.944 -2.010  0.32
H -5.216 3.858 -2.774  0.29

Properties
Net charge: -2
Orbital gap: 3.60 eV
E_tot: -2113.929478 a.u.
Multiplicity: 1
Strongest force on any atom: 2.42 eV/A

Density functional theory data (the ωB97M-V functional and the def2-TZVPD basis) for a structure of composition C24H30Cl26N3O3S.

Each line ends with the Mulliken charge.
Cartesian coordinates (Å):
C -5.137 -6.428 3.688  -0.63
O -4.298 -5.231 3.515  -0.24
C -4.373 -4.898 2.054  -0.74
C -3.709 -3.395 1.738  0.28
C -2.339 -3.115 2.597  -1.39
C -1.162 -2.315 1.784  0.86
O -0.050 -2.334 2.792  -0.46
C -1.415 -0.768 1.279  0.53
C -2.803 0.008 1.682  -0.19
N -2.619 1.269 2.496  -0.59
C -0.009 0.130 1.397  -0.39
C 0.056 1.352 0.277  0.64
O -1.005 2.022 -0.191  -0.52
Cl 1.727 1.926 -0.395  -0.18
N -1.434 -1.017 -0.244  -0.11
C -0.924 -2.197 -0.764  -0.01
C -0.832 -2.589 -2.391  0.36
C 0.169 -3.788 -2.738  -0.10
C 0.339 -4.273 -4.284  -0.51
C -0.571 -3.346 -5.268  -0.22
C -1.461 -2.167 -4.644  -0.15
N -1.686 -1.719 -3.241  -0.37
C -0.414 -3.128 0.528  -0.14
S -0.884 -4.976 0.407  -0.16
Cl 1.460 -3.291 0.719  -0.02
H -6.175 -6.147 4.159  0.16
H -4.650 -7.230 4.424  0.21
H -5.323 -6.871 2.612  0.33
H -5.542 -4.824 1.830  0.40
H -3.835 -5.729 1.418  0.31
H -4.522 -2.623 2.149  -0.17
H -3.621 -3.175 0.589  0.18
H -2.613 -2.451 3.538  0.24
H -1.967 -4.182 2.980  0.39
H -0.299 -2.910 3.574  0.45
H -3.314 0.332 0.653  0.33
H -3.598 -0.651 2.236  -0.32
H -1.853 1.194 3.201  0.28
H -2.549 2.130 1.910  0.30
H 0.156 0.550 2.501  0.36
H 0.959 -0.535 1.185  -0.07
H -1.759 -0.353 -0.980  0.47
H 0.781 -4.325 -1.888  0.22
H 1.062 -5.143 -4.586  0.40
H -0.570 -3.544 -6.429  0.34
H -2.065 -1.516 -5.446  0.32
H -0.633 -5.433 1.739  0.25
C -1.811 -6.919 -6.794  -0.03
Cl -1.006 -8.407 -6.267  -0.12
Cl -3.490 -6.886 -6.227  -0.12
Cl -0.930 -5.496 -6.213  -0.10
H -1.816 -6.898 -7.887  0.31
C 0.751 4.394 -3.136  0.20
Cl 1.172 2.925 -4.033  -0.13
Cl 2.211 5.184 -2.516  -0.07
Cl -0.170 5.507 -4.163  -0.12
H 0.125 4.112 -2.286  0.11
C -6.239 -1.770 4.748  -0.06
Cl -6.408 -0.796 3.277  -0.12
Cl -7.394 -3.114 4.740  -0.11
Cl -4.581 -2.376 4.905  -0.02
H -6.456 -1.134 5.609  0.42
C 4.473 -0.839 1.960  0.03
Cl 4.894 -2.308 1.064  -0.13
Cl 5.933 -0.049 2.580  -0.13
Cl 3.552 0.274 0.934  -0.01
H 3.847 -1.121 2.810  0.26
C 5.285 3.372 4.020  0.50
Cl 5.864 4.696 2.995  -0.04
Cl 6.480 2.985 5.270  -0.13
Cl 3.729 3.790 4.757  -0.15
H 5.143 2.488 3.394  -0.18
C 7.239 7.505 0.132  0.59
Cl 8.802 8.323 -0.042  -0.13
Cl 7.339 5.841 -0.468  -0.14
Cl 6.711 7.527 1.823  -0.12
H 6.500 8.044 -0.467  -0.23
C 3.964 9.992 -0.504  -0.02
Cl 5.526 10.810 -0.678  -0.10
Cl 4.063 8.328 -1.104  -0.06
Cl 3.435 10.014 1.187  -0.10
H 3.225 10.531 -1.103  0.33
C 3.003 7.804 -5.204  0.30
Cl 3.424 6.334 -6.101  -0.12
Cl 4.463 8.593 -4.584  -0.11
Cl 2.082 8.916 -6.231  -0.13
H 2.377 7.521 -4.354  0.05

Properties
Net charge: +1
Orbital gap: 7.10 eV
E_tot: -13684.885784 a.u.
Multiplicity: 1
Strongest force on any atom: 8.82 eV/A